Record 1
Formula: C12H16N2O2
Source: the OMol25 dataset
Level of theory: ωB97M-V/def2-TZVPD

Output
HOMO energy	-8.8	eV
LUMO level	0.01466	Eh
Kohn-Sham gap	9.227	eV

Structure (ORCA input):
```
! RIJCOSX wB97M-V def2-TZVPD def2/J DEFGRID3
* xyz 0 1
O 0.898 2.776 0.585
C 0.433 1.920 -0.160
N 0.998 0.835 -0.590
C 2.174 0.218 -0.329
C 3.053 0.718 0.378
C 4.216 0.245 0.805
C 4.536 -0.995 0.328
C 3.699 -1.491 -0.789
C 2.423 -0.934 -0.993
H 1.812 -1.512 -1.555
H 3.925 -2.249 -1.117
H 5.494 -1.203 0.239
H 4.993 0.660 1.287
H 2.776 1.918 1.025
H 0.290 0.164 -1.332
N -1.077 2.113 -0.471
H -1.337 2.851 -0.180
C -2.050 1.134 -0.899
H -2.610 1.786 -1.724
H -1.600 0.398 -1.407
C -2.872 0.636 0.127
C -2.114 -0.140 1.317
H -2.424 -0.082 2.222
C -2.254 -1.577 0.739
H -1.502 -1.625 -0.504
C -3.546 -1.519 0.047
H -4.328 -2.025 0.839
H -3.776 -1.992 -0.862
O -3.949 -0.219 -0.168
H -2.025 -2.462 1.365
H -0.944 0.186 1.161
H -3.312 1.465 0.615
*
```

Record 2
Formula: C12H16N3OReSSbSe4
Source: the OMol25 dataset
Level of theory: ωB97M-V/def2-TZVPD

Output
HOMO energy (spin up / spin down)	-13.5 / -13.8	eV
LUMO level (spin up / spin down)	-0.27262 / -0.31098	Eh
Kohn-Sham gap (spin up / spin down)	6.094 / 5.354	eV

Structure (ORCA input):
```
! RIJCOSX wB97M-V def2-TZVPD def2/J DEFGRID3
* xyz 2 4
Re 0.142 -1.540 -0.723
C 0.016 -0.783 4.597
N 0.224 0.184 3.552
C 0.578 1.490 3.747
C 0.687 2.074 2.532
N 0.406 1.112 1.578
C 0.132 -0.049 2.235
S -0.318 -1.570 1.567
C 0.463 1.384 0.199
C 0.057 2.637 -0.252
C 0.305 3.005 -1.562
C 1.033 2.132 -2.366
C 1.322 0.877 -1.882
N 0.974 0.453 -0.643
H 0.013 -0.276 5.559
H 0.812 -1.530 4.589
H -0.935 -1.299 4.467
H 0.731 1.899 4.726
H 0.975 3.069 2.268
H -0.481 3.297 0.411
H -0.040 3.956 -1.936
H 1.342 2.407 -3.362
H 1.840 0.152 -2.500
Se 5.479 -2.068 -3.086
Sb 4.725 -1.830 -0.728
Se 4.787 0.511 -0.002
Se 5.816 -3.452 0.801
Se 2.070 -2.634 -0.684
C -3.260 -0.264 -1.283
C -2.459 -1.103 -2.290
C -3.251 -2.309 -2.801
O -1.304 -1.475 -1.668
H -4.150 0.136 -1.759
H -2.651 0.569 -0.921
H -3.562 -0.888 -0.444
H -2.175 -0.472 -3.153
H -3.451 -3.000 -1.984
H -2.694 -2.828 -3.578
H -4.195 -1.976 -3.221
*
```

Record 3
Formula: C12H16N4O9P2STc
Source: the OMol25 dataset
Level of theory: ωB97M-V/def2-TZVPD

Output
HOMO energy (spin up / spin down)	-14.7 / -14.4	eV
LUMO level (spin up / spin down)	-0.24443 / -0.33336	Eh
Kohn-Sham gap (spin up / spin down)	8.086 / 5.365	eV

Structure (ORCA input):
```
! RIJCOSX wB97M-V def2-TZVPD def2/J DEFGRID3
* xyz 2 4
Tc -1.058 -0.280 -1.518
C -4.348 0.584 1.375
C -4.254 -0.144 0.035
O -5.563 -0.465 -0.369
P -3.273 -1.723 0.220
O -3.034 -1.892 1.744
O -4.147 -2.950 -0.197
O -1.988 -1.749 -0.608
P -3.381 0.900 -1.191
O -4.365 2.086 -1.401
O -3.032 0.092 -2.434
O -2.006 1.250 -0.575
H -4.903 -0.030 2.081
H -4.894 1.514 1.222
H -3.360 0.796 1.780
H -5.608 -0.719 -1.300
H -2.834 -2.770 2.099
H -4.099 -3.263 -1.110
H -4.118 2.827 -1.971
N 5.227 3.245 2.406
C 4.260 2.412 2.070
C 2.904 2.880 2.001
C 1.912 2.006 1.673
C 2.235 0.664 1.398
C 3.556 0.184 1.453
C 4.565 1.040 1.782
S 0.916 -0.488 1.059
O 1.422 -1.784 1.372
O -0.250 0.033 1.695
N 0.673 -0.334 -0.540
C 1.418 -1.035 -1.480
N 0.572 -1.304 -2.505
C 1.067 -1.929 -3.575
C 2.397 -2.303 -3.597
C 3.164 -1.998 -2.483
N 2.688 -1.349 -1.412
H 5.036 4.212 2.633
H 6.187 2.936 2.481
H 2.684 3.915 2.229
H 0.877 2.321 1.646
H 3.749 -0.860 1.249
H 5.589 0.695 1.846
H 0.385 -2.129 -4.391
H 2.820 -2.818 -4.445
H 4.210 -2.276 -2.445
*
```

Record 4
Formula: C12H16N6O3
Source: the OMol25 dataset
Level of theory: ωB97M-V/def2-TZVPD

Output
HOMO energy	-8.4	eV
LUMO level	0.02296	Eh
Kohn-Sham gap	9.004	eV

Structure (ORCA input):
```
! RIJCOSX wB97M-V def2-TZVPD def2/J DEFGRID3
* xyz 0 1
N 1.653 0.304 2.300
C 2.351 1.233 1.353
C 3.307 0.375 0.443
C 2.587 -0.741 -0.312
C 1.999 -1.850 0.236
N 1.584 -2.612 -0.813
C 1.847 -1.906 -1.938
N 2.386 -0.763 -1.685
C 1.270 1.787 0.394
O 1.255 2.819 -0.253
N 0.243 0.923 0.208
C -0.695 1.153 -0.840
C -1.295 -0.228 -1.323
C -1.931 -0.968 -0.212
C -3.308 -0.980 0.111
N -3.364 -1.985 1.088
C -2.102 -2.507 1.272
N -1.197 -1.842 0.559
C -1.953 2.125 -0.511
O -3.066 1.742 -0.769
O -1.602 3.324 -0.036
H 1.314 0.921 3.047
H 2.433 -0.181 2.730
H 2.903 2.073 1.842
H 4.055 -0.079 1.163
H 3.866 1.057 -0.176
H 1.841 -2.254 1.212
H 1.367 -3.596 -0.825
H 1.622 -2.329 -2.930
H -0.051 0.315 0.974
H -0.208 1.542 -1.710
H -0.570 -0.896 -1.733
H -1.970 -0.075 -2.124
H -4.190 -0.379 -0.179
H -4.171 -2.294 1.594
H -1.904 -3.332 1.897
H -0.625 3.296 0.042
*
```

Record 5
Formula: C12H16NO4
Source: the OMol25 dataset
Level of theory: ωB97M-V/def2-TZVPD

Output
HOMO energy	-13.9	eV
LUMO level	-0.17917	Eh
Kohn-Sham gap	9.067	eV

Structure (ORCA input):
```
! RIJCOSX wB97M-V def2-TZVPD def2/J DEFGRID3
* xyz 1 1
C -0.087 2.131 -2.520
C -1.275 1.324 -3.070
C -1.283 -0.211 -2.741
C -0.255 -0.695 -1.718
C -0.495 -0.254 -0.297
C -1.389 0.686 0.067
N -1.532 1.048 1.332
C -0.814 0.514 2.303
C 0.082 -0.457 2.032
C 0.920 -1.096 3.125
C 2.330 -0.531 2.998
O 3.287 -1.175 2.661
O 2.396 0.813 3.275
C 0.243 -0.856 0.710
C 1.242 -1.949 0.348
O 2.218 -1.677 -0.300
O 0.943 -3.192 0.750
H 0.867 1.610 -2.566
H 0.015 3.019 -3.144
H -0.249 2.515 -1.511
H -1.241 1.419 -4.152
H -2.219 1.748 -2.723
H -1.046 -0.728 -3.670
H -2.295 -0.523 -2.477
H -0.315 -1.789 -1.705
H 0.767 -0.483 -2.022
H -2.017 1.178 -0.660
H -2.215 1.757 1.568
H -0.947 0.867 3.315
H 0.497 -0.845 4.097
H 0.931 -2.172 3.001
H 2.868 1.206 2.529
H 0.070 -3.200 1.164
*
```

Record 6
Formula: C12H16O12
Source: the OMol25 dataset
Level of theory: ωB97M-V/def2-TZVPD

Output
HOMO energy	-10.5	eV
LUMO level	0.00681	Eh
Kohn-Sham gap	10.638	eV

Structure (ORCA input):
```
! RIJCOSX wB97M-V def2-TZVPD def2/J DEFGRID3
* xyz 0 1
O 0.656 7.983 -3.210
C 0.857 6.980 -2.598
O 1.191 5.813 -3.151
C 1.083 4.792 -2.182
C 1.134 5.556 -0.849
O 0.792 6.895 -1.259
H 0.113 4.303 -2.303
H 1.797 3.980 -2.035
H 2.121 5.593 -0.385
H 0.411 5.247 -0.097
O 1.453 -0.233 4.068
C 0.304 -0.332 4.325
O -0.207 -0.187 5.555
C -1.636 -0.376 5.515
C -1.843 -0.832 4.086
O -0.684 -0.426 3.400
H -1.970 -1.113 6.246
H -2.176 0.520 5.827
H -2.706 -0.371 3.604
H -2.047 -1.908 4.098
O 1.653 -3.463 -2.213
C 0.714 -4.042 -2.671
O -0.544 -3.807 -2.202
C -1.426 -4.780 -2.802
C -0.562 -5.541 -3.799
O 0.757 -4.976 -3.591
H -1.784 -5.454 -2.022
H -2.226 -4.167 -3.215
H -0.844 -5.309 -4.823
H -0.596 -6.609 -3.617
O 0.614 2.311 -0.036
C 0.601 1.139 0.143
O 1.707 0.391 0.327
C 1.375 -0.990 0.469
C -0.118 -1.012 0.094
O -0.481 0.356 0.005
H 1.937 -1.630 -0.209
H 1.613 -1.276 1.491
H -0.728 -1.492 0.858
H -0.306 -1.533 -0.841
*
```

Record 7
Formula: C12H17BCl3NO2
Source: the OMol25 dataset
Level of theory: ωB97M-V/def2-TZVPD

Output
HOMO energy	-9.2	eV
LUMO level	-0.07528	Eh
Kohn-Sham gap	7.202	eV

Structure (ORCA input):
```
! RIJCOSX wB97M-V def2-TZVPD def2/J DEFGRID3
* xyz 0 1
Cl -1.690 -3.438 2.778
B -1.000 -2.883 1.144
Cl 0.104 -4.224 0.399
Cl -2.420 -2.584 -0.109
O -0.296 -1.649 1.332
C 0.360 -1.109 0.296
C 1.749 -0.711 0.663
C 2.647 -0.449 -0.378
C 3.967 -0.105 -0.091
C 4.380 0.036 1.243
C 3.459 -0.168 2.281
C 2.139 -0.526 2.001
H 0.269 -1.692 -0.633
H 2.268 -0.499 -1.402
H 4.675 0.059 -0.907
H 5.407 0.329 1.470
H 3.766 -0.049 3.321
H 1.397 -0.657 2.789
O 0.261 0.241 -2.625
C -0.775 1.202 -2.564
C -1.710 0.794 -1.435
C -2.750 1.884 -1.096
C -3.070 1.667 0.391
C -1.945 0.741 0.916
N -1.076 0.571 -0.191
H 0.820 0.448 -3.393
H -0.363 2.202 -2.359
H -1.367 1.189 -3.492
H -2.222 -0.153 -1.717
H -2.259 2.862 -1.210
H -3.618 1.838 -1.760
H -3.072 2.619 0.930
H -4.046 1.189 0.515
H -1.436 1.175 1.790
H -2.390 -0.224 1.222
H -0.165 0.074 -0.120
*
```

no.,E (eV)
1,-19768.5771
2,-300092.8346
3,-68692.4154
4,-27787.3140
5,-22377.3720
6,-37273.1327
7,-56549.8848